106
Properties=species:S:1:pos:R:3:lowdin_charge:R:1 method="wB97M-V/def2-TZVPD" total_energy_ev=-90338.110 homo_ev=-11.368 spin_multiplicity=1 homo_lumo_gap_ev=7.900 total_charge=+1
C 1.637 0.081 -1.991 -0.02
C 0.175 0.646 -1.578 -0.26
C 0.472 2.024 -0.776 -0.13
O 0.630 3.166 -1.664 -0.03
C 1.477 4.058 -0.935 -0.40
O 2.637 4.189 -1.352 0.09
C 0.959 4.866 0.365 -0.30
S 2.025 4.540 1.845 1.05
N 1.876 5.805 3.059 -0.39
C 1.567 5.182 4.405 -0.14
C 0.045 4.743 4.577 -0.21
N -0.790 5.970 4.418 -0.06
C -0.632 6.458 2.999 -0.18
C 0.900 6.901 2.737 -0.12
O -0.494 -0.205 -0.625 -0.08
C -1.019 -1.368 -1.207 -0.43
O -0.841 -1.752 -2.370 0.07
C -1.911 -2.286 -0.219 -0.37
S -2.348 -1.212 1.269 0.69
H 2.136 -0.384 -1.079 0.11
H 1.470 -0.701 -2.795 0.08
H 2.211 0.950 -2.440 0.09
H -0.437 0.904 -2.500 0.17
H 1.465 1.841 -0.236 0.13
H -0.332 2.221 0.005 0.13
H 0.951 5.960 0.053 0.11
H -0.118 4.531 0.533 0.08
H 2.805 6.265 3.174 0.15
H 2.304 4.329 4.570 0.14
H 1.779 5.962 5.210 0.16
H -0.073 4.262 5.609 0.14
H -0.267 3.946 3.826 0.08
H -1.767 5.703 4.590 0.11
H -1.339 7.347 2.892 0.14
H -0.889 5.606 2.301 0.08
H 1.051 7.387 1.722 0.14
H 1.095 7.734 3.506 0.16
H -1.288 -3.174 0.109 0.09
H -2.902 -2.552 -0.693 0.09
H -3.444 -0.474 0.825 -0.11
O -1.432 -5.308 -1.271 -0.06
H -2.228 -5.797 -1.523 0.01
H -1.220 -4.788 -2.056 0.04
O -1.915 6.286 0.651 -0.08
H -2.852 6.052 0.635 0.06
H -1.831 6.947 -0.047 0.04
O -2.331 -7.798 -3.020 -0.08
H -1.986 -7.794 -3.926 0.02
H -1.569 -8.045 -2.483 0.03
O -0.086 -8.241 -4.239 -0.04
H 0.256 -8.236 -5.142 0.06
H 0.679 -8.488 -3.700 0.04
O 2.387 -8.853 -1.712 -0.04
H 2.086 -8.297 -0.981 0.05
H 2.092 -9.739 -1.468 0.05
O -3.692 7.438 -1.364 -0.05
H -4.614 7.201 -1.521 0.05
H -3.406 7.830 -2.198 0.05
O -1.936 2.861 4.806 -0.07
H -1.981 2.865 5.770 0.06
H -2.353 2.021 4.559 0.01
O -2.291 -5.929 -5.482 -0.06
H -3.071 -5.520 -5.079 0.01
H -1.549 -5.456 -5.087 0.04
O 5.627 5.539 -0.812 -0.05
H 4.711 5.297 -0.992 0.02
H 5.928 5.940 -1.639 0.06
O -2.043 -8.098 0.167 -0.06
H -1.854 -7.173 0.375 0.02
H -2.806 -8.054 -0.421 0.00
O -3.439 0.424 4.173 -0.06
H -4.369 0.168 4.123 0.07
H -3.141 0.405 3.255 0.00
O -3.755 -6.393 1.367 -0.06
H -3.836 -7.347 1.500 0.04
H -4.379 -6.015 1.999 0.04
O 0.487 1.556 2.258 -0.06
H -0.247 2.070 2.617 0.02
H 1.207 2.196 2.182 -0.03
O 4.550 4.258 -4.210 -0.05
H 4.489 3.305 -4.077 0.04
H 3.903 4.622 -3.592 0.01
O 5.309 -7.509 -2.315 -0.06
H 4.369 -7.727 -2.332 0.00
H 5.409 -6.845 -3.008 0.03
O -4.224 -9.888 -1.160 -0.05
H -4.263 -10.800 -1.476 0.07
H -3.463 -9.512 -1.625 0.02
O -3.634 -2.042 5.941 -0.06
H -4.572 -2.265 5.933 0.04
H -3.538 -1.394 5.230 -0.01
O 5.372 7.364 1.882 -0.07
H 5.354 6.451 1.572 0.01
H 6.123 7.752 1.416 0.04
O -6.620 -10.275 -2.515 -0.07
H -7.397 -9.868 -2.116 0.03
H -5.873 -9.802 -2.116 -0.02
O -3.954 -5.765 -3.263 -0.07
H -4.034 -6.719 -3.129 0.03
H -4.578 -5.386 -2.632 0.06
O 7.642 3.838 -2.150 -0.05
H 7.118 4.062 -2.930 0.03
H 7.196 4.297 -1.427 -0.01
O 8.735 6.337 -0.512 -0.05
H 7.816 6.057 -0.591 -0.02
H 9.056 6.347 -1.422 0.05


114
Properties=species:S:1:pos:R:3:lowdin_charge:R:1 method="wB97M-V/def2-TZVPD" total_energy_ev=-67347.608 homo_ev=-11.759 spin_multiplicity=1 e_above_lowest_kj_mol=505.9 homo_lumo_gap_ev=9.440 total_charge=+1
C -3.153 0.947 2.632 -0.08
C -2.710 0.852 1.217 -0.26
C -1.438 0.190 0.979 -0.20
C -0.796 0.330 -0.366 -0.12
N 0.366 -0.617 -0.527 -0.18
C 0.837 -0.566 -1.898 -0.13
C 1.508 -1.968 -2.182 -0.13
C 0.480 -2.827 -1.636 -0.21
C -0.109 -2.087 -0.364 -0.09
C 1.533 -0.440 0.519 -0.07
C 1.917 0.999 0.654 -0.17
C 3.164 1.016 1.631 -0.02
H -4.162 1.186 2.683 0.02
H -2.559 1.685 3.260 0.09
H -2.968 0.015 3.189 0.10
H -2.547 1.817 0.747 0.10
H -3.508 0.435 0.653 0.11
H -1.464 -0.907 1.164 0.14
H -0.833 0.712 1.750 0.11
H -0.449 1.359 -0.752 0.13
H -1.582 -0.023 -1.211 0.17
H 1.394 0.268 -2.050 0.08
H -0.027 -0.238 -2.505 0.12
H 2.499 -2.203 -1.620 0.14
H 1.578 -2.230 -3.254 0.09
H 0.607 -3.846 -1.340 0.10
H -0.560 -3.092 -2.057 0.12
H 0.069 -2.873 0.522 0.18
H -1.196 -2.268 -0.537 0.09
H 2.235 -1.257 0.306 0.13
H 1.046 -0.789 1.494 0.14
H 1.228 1.596 0.904 -0.01
H 2.471 1.332 -0.244 0.13
H 3.692 0.102 1.369 0.06
H 2.910 0.891 2.629 0.05
H 3.782 1.886 1.410 0.05
O 0.566 3.733 -2.340 -0.01
H 0.063 3.701 -1.597 -0.07
H 0.178 4.429 -2.893 0.07
O 2.213 -3.118 2.580 -0.02
H 1.766 -2.554 3.112 -0.09
H 3.071 -2.792 2.442 -0.05
O 5.866 3.386 1.083 -0.07
H 6.101 4.409 1.197 0.15
H 5.540 3.158 0.249 0.01
O -0.536 3.712 0.254 -0.14
H 0.170 3.963 0.884 0.04
H -1.515 4.188 0.580 0.13
O 0.074 -2.333 -4.890 -0.05
H 0.496 -3.169 -4.983 -0.02
H -0.447 -2.473 -5.679 0.07
O 1.268 -5.798 -3.236 -0.01
H 2.029 -5.313 -2.900 0.04
H 1.672 -6.616 -2.821 0.15
O 3.793 -0.002 -3.655 -0.08
H 3.324 -0.382 -4.331 -0.01
H 3.553 1.032 -3.435 0.17
O 0.210 2.654 2.963 -0.01
H 0.131 2.881 2.091 -0.05
H 0.918 3.287 3.228 0.11
O -1.878 4.426 4.683 -0.07
H -1.383 3.807 4.218 -0.06
H -1.380 4.929 5.422 0.10
O -2.890 -3.872 0.576 -0.07
H -3.361 -3.199 -0.009 0.08
H -2.592 -4.625 0.080 0.02
O 1.302 0.274 -4.305 -0.08
H 0.582 0.763 -4.434 -0.12
H 0.729 -0.617 -4.377 0.09
O -6.882 -0.126 -0.154 -0.11
H -6.336 -0.399 0.649 0.01
H -7.508 0.463 0.269 0.01
O -3.056 4.600 1.071 -0.03
H -3.038 5.551 1.010 0.07
H -3.824 4.177 1.512 0.09
O -1.511 1.928 -2.773 -0.05
H -0.747 2.431 -2.922 -0.03
H -1.804 1.358 -3.468 -0.01
O -6.687 1.659 2.888 -0.01
H -6.247 2.548 2.477 0.19
H -6.156 1.514 3.657 0.07
O -2.836 0.786 5.977 -0.05
H -3.139 -0.156 5.841 0.10
H -2.735 1.119 6.848 0.04
O 4.214 3.796 3.216 -0.03
H 4.968 4.226 3.698 0.08
H 4.756 3.440 2.628 -0.12
O -2.195 -1.985 -3.530 -0.11
H -2.914 -1.378 -3.973 0.09
H -1.703 -2.143 -4.380 0.01
O 4.936 -1.505 -2.326 -0.08
H 5.841 -1.793 -2.746 0.12
H 4.740 -0.659 -2.527 -0.10
O 4.724 -2.368 1.991 0.00
H 5.395 -2.992 2.234 0.06
H 5.168 -1.734 1.489 0.02
O 1.338 -4.632 -5.025 -0.05
H 0.558 -5.067 -5.292 0.04
H 1.365 -4.895 -4.093 -0.12
O -0.527 0.484 4.732 -0.05
H -0.292 1.257 4.186 0.02
H -1.379 0.761 4.884 -0.06
O -6.222 -0.456 2.378 -0.09
H -7.199 -0.581 2.327 0.08
H -6.358 0.437 2.688 -0.16
O -0.866 1.068 -4.830 -0.08
H -1.051 1.966 -5.215 0.13
H -1.679 0.575 -5.174 0.13
O 1.112 -1.326 4.214 0.01
H 0.873 -0.275 4.217 0.12
H 1.277 -1.420 4.993 -0.12
O 3.411 -4.111 -3.294 -0.02
H 3.600 -4.199 -4.152 -0.02
H 3.768 -3.155 -3.131 0.09